(1)
Below is H28O18PZr2 as an isolated structure, with properties calculated with wB97M-V/def2-TZVPD.

Structure (ORCA input):
```
! wB97M-V def2-TZVPD RIJCOSX def2/J DEFGRID3
* xyz 5 1
Zr -3.63 -0.74 0.68
Zr 2.23 0.16 -0.69
P -0.17 -0.42 0.13
O -1.65 -0.66 0.48
O 0.44 -0.73 -1.31
O 1.12 -0.90 0.85
O 0.36 1.03 -0.01
O 2.76 -1.39 -2.42
H 3.36 -2.17 -2.48
H 2.09 -1.54 -3.11
O 2.46 2.46 -0.53
H 3.23 2.92 -0.96
H 1.87 3.19 -0.22
O -1.31 2.54 -1.65
H -1.10 3.40 -1.23
H -0.66 1.89 -1.31
O 1.28 -3.59 1.38
H 1.04 -2.65 1.26
H 0.81 -4.10 0.70
O 3.58 -1.54 0.02
H 4.17 -1.38 0.79
H 3.89 -2.39 -0.36
O -1.02 3.07 1.74
H -0.59 3.18 2.61
H -0.64 2.27 1.35
O -1.43 -0.95 -3.21
H -1.11 -1.72 -3.72
H -0.77 -0.83 -2.44
O -3.19 -1.58 -1.33
H -4.00 -1.92 -1.81
H -2.46 -1.33 -2.13
O -3.33 1.07 -0.86
H -2.60 1.81 -1.02
H -4.05 1.28 -1.52
O -2.65 -1.29 2.67
H -1.66 -1.32 2.93
H -3.13 -1.47 3.53
O 3.14 0.66 1.32
H 3.67 1.49 1.45
H 2.95 0.33 2.23
O -0.24 -1.48 3.87
H 0.32 -1.77 3.13
H 0.32 -1.63 4.67
O 1.95 1.17 -2.72
H 1.94 2.12 -2.98
H 1.78 0.68 -3.55
O -3.16 1.20 1.78
H -2.41 1.59 2.34
H -3.79 1.96 1.65
*
```

Summary:
maximum force: 5.8 eV/A
E_LUMO: -18.833 eV
total energy: -1804.708216 Eh
orbital gap: 0.188 Eh



(2)
Below is C8H6NO5Ru as an isolated structure, with properties calculated with wB97M-V/def2-TZVPD.

Structure (ORCA input):
```
! wB97M-V def2-TZVPD RIJCOSX def2/J DEFGRID3
* xyz 2 6
O -2.04 -4.61 -0.99
C -1.31 -3.72 -0.87
Ru 0.53 0.68 -1.94
O 1.46 -1.78 -0.27
C 1.08 -0.90 -0.93
C 1.92 1.84 -1.50
O 2.76 2.59 -1.20
C -0.48 1.99 -2.98
O -0.97 2.76 -3.70
C 1.21 -0.14 -3.52
O 1.54 -0.71 -4.48
H -0.73 -2.62 -1.04
C -0.96 -0.14 3.31
C -0.20 1.00 2.61
C -0.27 1.01 1.16
N -0.43 1.14 0.01
H -2.04 -0.09 3.12
H -0.80 -0.07 4.39
H -0.59 -1.12 3.00
H -0.55 1.98 2.98
H 0.87 0.91 2.85
*
```

Summary:
maximum force: 10.9 eV/A
energy above the lowest of the compared OMol25 structures with the same formula, charge and spin: 36.4 kcal/mol
E_LUMO (alpha / beta): -8.368 / -13.307 eV
total energy: -833.293249 Eh
orbital gap (alpha / beta): 0.170 / 0.223 Eh



(3)
Below is C2H3NS2 in the gas phase, with properties calculated with wB97M-V/def2-TZVPD.

Structure (ORCA input):
```
! wB97M-V def2-TZVPD RIJCOSX def2/J DEFGRID3
* xyz 0 1
C -1.08 -0.16 -1.14
N 0.06 -0.04 -0.60
C 0.19 0.08 0.81
S -1.57 0.24 1.52
S -2.53 0.11 -0.29
H -1.28 -0.10 -2.19
H 0.84 -0.81 1.18
H 0.63 1.01 1.31
*
```

Summary:
maximum force: 2.0 eV/A
energy above the lowest of the compared OMol25 structures with the same formula, charge and spin: 11.0 kcal/mol
E_LUMO: 0.508 eV
total energy: -929.099804 Eh
orbital gap: 0.317 Eh



(4)
Below is C4H6O2 in the gas phase, with properties calculated with wB97M-V/def2-TZVPD.

Structure (ORCA input):
```
! wB97M-V def2-TZVPD RIJCOSX def2/J DEFGRID3
* xyz 0 1
C -0.62 -0.68 -1.20
C 0.61 -0.14 -0.53
O 1.48 0.50 -1.07
C 0.58 -0.24 0.98
C -0.08 1.16 1.10
O -1.28 1.26 1.16
H -1.49 -0.48 -0.57
H -0.50 -1.76 -1.28
H -0.72 -0.21 -2.17
H -0.12 -0.99 1.37
H 1.60 -0.45 1.34
H 0.55 2.04 0.85
*
```

Summary:
maximum force: 0.8 eV/A
energy above the lowest of the compared OMol25 structures with the same formula, charge and spin: 25.6 kcal/mol
E_LUMO: 0.328 eV
total energy: -306.465507 Eh
orbital gap: 0.377 Eh



(5)
Below is an isolated ion of composition C9H13IN4 and charge +2, with properties calculated with wB97M-V/def2-TZVPD.

Structure (ORCA input):
```
! wB97M-V def2-TZVPD RIJCOSX def2/J DEFGRID3
* xyz 2 3
C -2.21 -2.26 -0.01
C -2.39 -0.84 0.22
C -0.86 -1.79 -1.80
C 0.85 0.00 -0.72
C -0.34 1.16 0.88
C 2.07 -0.42 -1.18
C -0.53 -0.44 -1.24
C 3.29 0.05 -0.52
C 2.21 -1.39 -2.28
N -1.52 -2.57 -1.05
N 0.68 0.84 0.32
N -1.50 -0.07 -0.27
N -2.19 3.66 4.17
I -1.26 2.26 2.31
H -2.51 -3.01 0.71
H -3.12 -0.46 0.92
H -0.68 -2.04 -2.83
H -0.69 0.22 -2.12
H 3.10 0.78 0.27
H 3.85 -0.79 -0.10
H 3.96 0.49 -1.26
H 1.63 -2.29 -2.08
H 1.85 -0.98 -3.23
H 3.25 -1.68 -2.41
H -2.10 4.65 3.93
H -1.65 3.50 5.02
H -3.16 3.45 4.35
*
```

Summary:
maximum force: 3.0 eV/A
E_LUMO (alpha / beta): -7.954 / -11.234 eV
total energy: -866.663364 Eh
orbital gap (alpha / beta): 0.252 / 0.208 Eh



(6)
Below is C3H3N5O in the gas phase, with properties calculated with wB97M-V/def2-TZVPD.

Structure (ORCA input):
```
! wB97M-V def2-TZVPD RIJCOSX def2/J DEFGRID3
* xyz 0 1
H 0.13 3.11 1.48
N -0.02 2.94 0.55
C 0.08 1.69 0.44
C 0.22 0.67 1.54
N 0.01 -0.56 1.19
N -0.03 -0.82 -0.08
C -0.20 -2.24 -0.35
O 0.09 -2.75 -1.49
N -0.13 0.04 -1.14
N -0.01 1.26 -0.87
H 0.18 0.77 2.58
H -0.42 -2.62 0.62
*
```

Summary:
maximum force: 7.1 eV/A
energy above the lowest of the compared OMol25 structures with the same formula, charge and spin: 67.4 kcal/mol
E_LUMO: -0.859 eV
total energy: -464.993209 Eh
orbital gap: 0.329 Eh